(1)
Molecular formula: C8H9NO2
Method: DFT, the ωB97M-V functional and the def2-TZVPD basis

## Properties
Energy relative to the best compared isomer or geometry (same formula, charge and spin), kJ/mol: 146.0
Multiplicity: 1
Molecular weight, g mol⁻¹: 151.2
HOMO energy, eV: -9.405
SMILES: OC/N=C(\O)c1ccccc1

Element x y z (Å)
O -3.697 1.337 1.004
C -2.879 1.466 -0.147
N -1.580 0.793 0.102
C -0.621 0.684 -0.656
O -0.565 1.268 -1.867
C 0.503 -0.270 -0.238
C 0.496 -0.816 1.023
C 1.675 -1.507 1.536
C 2.771 -1.603 0.699
C 2.780 -0.985 -0.501
C 1.705 -0.273 -0.937
H -3.216 0.724 1.524
H -2.828 2.599 -0.364
H -3.277 1.030 -1.113
H -1.541 1.390 -2.189
H -0.327 -0.753 1.628
H 1.483 -2.191 2.288
H 3.643 -2.098 1.104
H 3.644 -0.985 -1.080
H 1.832 0.189 -1.815

***

(2)
Molecular formula: C5H13BO2
Method: DFT, the ωB97M-V functional and the def2-TZVPD basis

## Properties
Energy relative to the best compared isomer or geometry (same formula, charge and spin), kJ/mol: 243.6
Multiplicity: 1
Molecular weight, g mol⁻¹: 116.0
HOMO energy, eV: -8.424

Element x y z (Å)
B -0.037 0.528 -1.138
C 0.941 1.717 -0.914
C -1.448 0.576 1.902
C 1.452 -1.525 -0.363
C -0.324 -0.475 1.581
C -0.307 -0.663 0.040
O -0.556 0.181 -2.291
O -1.348 -1.603 -0.300
H 1.758 1.957 -1.652
H 1.289 1.773 0.085
H 0.274 2.614 -1.267
H -2.339 0.081 1.503
H -1.525 0.689 3.059
H -1.135 1.463 1.418
H 2.219 -0.798 -0.567
H 1.250 -2.155 -1.225
H 1.587 -2.144 0.562
H 0.699 -0.198 1.949
H -0.552 -1.418 2.002
H -0.444 0.688 -3.187
H -1.455 -1.288 -1.198

***

(3)
Molecular formula: C38H51Cl3FeN2O3PSi
Method: DFT, the ωB97M-V functional and the def2-TZVPD basis

## Properties
Energy relative to the best compared isomer or geometry (same formula, charge and spin), kJ/mol: 336.4
Multiplicity: 6
Molecular weight, g mol⁻¹: 805.1
HOMO energy (alpha / beta), eV: -8.342 / -8.168

Element x y z (Å)
C 2.965 -2.506 -4.805
C 2.340 -1.663 -5.867
H 2.918 -3.582 -5.021
H 2.543 -2.310 -3.790
H 4.043 -2.263 -4.751
C 2.116 -2.146 -7.100
C 2.573 -3.500 -7.599
H 1.667 -1.501 -7.865
H 2.295 -4.303 -6.897
H 3.659 -3.566 -7.790
H 2.089 -3.685 -8.580
Fe 1.176 0.544 1.339
Cl 2.492 1.414 2.949
Cl 2.405 -0.554 -0.286
C -0.163 2.529 1.030
O -0.967 1.776 1.653
N -0.532 3.273 -0.017
C -1.896 3.403 -0.499
C 0.468 4.010 -0.773
H 0.922 2.688 1.339
H -2.613 2.869 0.123
H -1.952 3.037 -1.533
H -2.152 4.469 -0.516
H 1.466 3.862 -0.300
H 0.209 5.091 -0.750
H 0.495 3.659 -1.814
H 0.721 -4.686 1.076
H -0.025 -3.189 -0.936
C -0.361 -4.833 1.270
C -1.048 -3.464 -0.658
N -1.168 -3.726 0.763
H -0.530 -4.939 2.354
C -1.588 -2.730 1.595
O -2.066 -1.649 1.256
H -1.734 -2.661 -0.908
H -1.439 -2.988 2.649
H -0.660 -5.765 0.769
H -1.316 -4.376 -1.201
O 1.142 -0.218 -4.239
C 2.003 -0.236 -5.407
C 0.246 0.424 -7.259
C 1.470 0.606 -6.572
H -0.470 -0.375 -6.980
C 0.028 1.132 -8.467
H 3.018 0.147 -5.118
C 2.373 1.589 -7.024
H -0.895 0.984 -9.050
C 0.994 2.017 -8.947
C 2.177 2.235 -8.239
H 3.326 1.664 -6.488
H 0.857 2.562 -9.882
H 2.971 2.904 -8.585
Si -0.370 0.490 -3.609
Cl 0.916 -2.017 2.071
C -1.957 -0.076 -4.480
C -0.054 2.310 -4.020
C -0.389 -0.014 -1.815
H -1.942 0.236 -5.542
H -2.800 0.425 -3.961
H -2.115 -1.166 -4.373
H -0.287 -1.119 -1.777
H -1.102 0.330 -1.030
H 0.586 0.470 -1.577
H -0.051 2.391 -5.126
H 0.938 2.598 -3.630
H -0.810 2.995 -3.601
C -1.644 4.150 6.373
C -0.398 4.090 5.728
C 0.010 2.920 5.088
C -0.811 1.772 5.137
C -2.083 1.851 5.739
C -2.484 3.037 6.369
P -0.031 0.199 4.534
C 0.844 -0.168 6.132
C 2.239 -0.341 6.122
C 2.920 -0.510 7.332
C 2.223 -0.507 8.553
C 0.836 -0.336 8.558
C 0.153 -0.162 7.358
C -1.468 -0.932 4.708
C -1.463 -2.068 5.529
C -2.649 -2.795 5.702
C -3.802 -2.456 4.987
C -3.756 -1.398 4.060
C -2.592 -0.665 3.895
H -1.953 5.068 6.875
H 0.261 4.968 5.717
H 0.962 2.858 4.578
H -2.750 0.990 5.748
H -3.461 3.073 6.857
H 2.775 -0.314 5.174
H 4.007 -0.640 7.342
H 2.758 -0.640 9.508
H 0.279 -0.341 9.498
H -0.932 -0.010 7.376
H -0.562 -2.362 6.072
H -2.669 -3.628 6.407
H -4.733 -3.022 5.125
H -4.633 -1.154 3.465
H -2.548 0.149 3.171

***

(4)
Molecular formula: C3H8N4S
Method: DFT, the ωB97M-V functional and the def2-TZVPD basis

## Properties
Energy relative to the best compared isomer or geometry (same formula, charge and spin), kJ/mol: 167.4
Multiplicity: 1
Molecular weight, g mol⁻¹: 132.2
HOMO energy (alpha / beta), eV: -18.394 / -18.393
Charge: +2
SMILES: [NH+]#S1=C(N)[NH+]=CNC1

Element x y z (Å)
N 0.416 1.597 -1.181
S 0.519 1.598 0.373
C 1.094 -0.349 0.323
N 2.372 -0.616 0.156
N 0.213 -1.313 -0.156
C -1.114 -1.120 -0.161
N -1.787 -0.142 0.215
C -1.253 1.056 0.771
H 0.900 2.391 -1.663
H 2.511 -1.507 -0.264
H 3.031 0.090 0.384
H 0.623 -2.199 -0.438
H -1.692 -2.026 -0.478
H -2.681 -0.096 -0.184
H -1.859 1.788 0.407
H -1.295 0.848 1.896

***

(5)
Molecular formula: C5H8N
Method: DFT, the ωB97M-V functional and the def2-TZVPD basis

## Properties
Energy relative to the best compared isomer or geometry (same formula, charge and spin), kJ/mol: 630.9
Multiplicity: 3
Molecular weight, g mol⁻¹: 82.1
HOMO energy (alpha / beta), eV: -9.343 / -15.542
Charge: +1

Element x y z (Å)
C 3.540 0.430 -0.167
C 2.501 -0.086 0.102
C -1.642 -0.149 -0.169
C -1.114 1.097 0.416
C 0.721 -0.643 0.385
N -0.221 0.192 -0.301
H 4.513 0.782 -0.371
H -1.848 -0.988 0.486
H -2.245 -0.133 -1.065
H -1.331 2.043 -0.061
H -0.971 1.159 1.486
H 0.635 -0.612 1.464
H 0.760 -1.650 -0.017
H 0.104 0.495 -1.219

***

Number 1: total energy -515.42323 Eh. Number 2: total energy -373.60984 Eh. Number 3: total energy -5088.98787 Eh. Number 4: total energy -735.55662 Eh. Number 5: total energy -249.45578 Eh.